# 1
A gas-phase ion, C7H13N2O2 (charge -1) at a distorted geometry, computed with ωB97M-V/def2-TZVPD.

```
24
C7H13N2O2 (ωB97M-V/def2-TZVPD)
C 0.044 0.960 -0.867
C 1.055 -0.178 -0.698
C -1.551 0.250 0.660
C 2.206 0.484 0.121
C 1.579 -0.548 -2.068
C -3.017 0.035 0.977
C -0.766 0.080 1.940
N 0.494 -1.460 -0.153
N -1.169 1.008 -0.371
O 0.786 -1.876 0.986
O -2.046 1.855 -0.832
H 0.570 1.834 -1.319
H 2.220 0.306 1.224
H 2.306 1.484 -0.089
H 3.105 -0.026 -0.182
H 2.212 0.217 -2.500
H 0.792 -0.568 -2.699
H 1.950 -1.484 -2.169
H -3.128 -1.036 1.080
H -3.510 0.228 -0.034
H -3.322 0.669 1.735
H -1.280 0.226 2.889
H -0.039 0.852 1.870
H -0.192 -0.860 2.139
```

Its spin multiplicity is 1. The orbital gap (spin up / spin down) comes out at 5.846 / 5.847 eV. The calculation puts the lowest unoccupied orbital energy (spin up / spin down) at 3.7 / 3.7 eV. As for the charge: -1. The value obtained for the energy relative to the best compared isomer or geometry (same formula, charge and spin) is 432.5 kJ/mol. As for the molar mass: 157.193 g mol⁻¹.

=====

# 2
A molecular structure, CF3KO3S, computed with ωB97M-V/def2-TZVPD.

```
9
CF3KO3S (ωB97M-V/def2-TZVPD)
K -3.672 0.829 -0.773
C -0.057 -0.688 0.373
F 0.284 -1.957 0.126
F -1.229 -0.437 -0.324
F -0.379 -0.591 1.666
S 1.149 0.568 -0.200
O 0.362 1.757 0.032
O 2.249 0.337 0.680
O 1.293 0.182 -1.580
```

Its spin multiplicity is 1. The orbital gap comes out at 6.774 eV. The calculation puts the lowest unoccupied orbital energy at -1.8 eV. The value obtained for the energy relative to the best compared isomer or geometry (same formula, charge and spin) is 0.0 kJ/mol. As for the molar mass: 188.167 g mol⁻¹.

=====

# 3
A molecular structure, C25H47N2O3PReS at a distorted geometry, computed with ωB97M-V/def2-TZVPD.

```
80
C25H47N2O3PReS (ωB97M-V/def2-TZVPD)
Re 0.476 0.519 0.457
C -1.918 -1.906 3.281
C -0.757 -1.910 2.295
C 0.054 -3.201 2.365
O 0.118 -0.784 2.477
C -1.373 -1.802 0.852
O -2.166 -2.624 0.484
O -0.969 -0.794 0.159
H -1.565 -2.073 4.297
H -2.602 -2.710 3.019
H -2.469 -0.968 3.245
H 0.398 -3.370 3.385
H 0.921 -3.139 1.706
H -0.560 -4.042 2.055
H 0.266 -0.639 3.422
C 1.365 0.138 -1.539
C 1.860 1.260 -2.355
C 3.045 1.946 -2.052
C 3.524 2.936 -2.887
C 2.837 3.274 -4.045
C 1.666 2.600 -4.365
C 1.187 1.606 -3.533
H 2.172 -0.580 -1.366
H 0.573 -0.388 -2.078
H 3.606 1.703 -1.164
H 4.448 3.438 -2.640
H 3.222 4.038 -4.703
H 1.129 2.843 -5.271
H 0.317 1.040 -3.823
C -2.700 4.047 1.350
C -2.219 2.609 1.176
C -1.645 2.076 2.488
P -1.000 2.374 -0.224
C -1.983 2.036 -1.777
C -3.204 2.948 -1.897
C -2.448 0.589 -1.897
C 0.086 3.846 -0.576
C 0.725 4.385 0.701
C -0.565 4.969 -1.373
H -3.566 4.043 2.012
H -3.011 4.505 0.415
H -1.939 4.667 1.817
H -3.071 1.987 0.876
H -0.695 2.556 2.726
H -1.510 0.996 2.443
H -2.335 2.282 3.306
H -1.277 2.261 -2.582
H -3.977 2.677 -1.184
H -3.624 2.808 -2.891
H -2.981 4.003 -1.782
H -3.152 0.330 -1.109
H -1.624 -0.116 -1.862
H -2.957 0.457 -2.850
H 0.878 3.395 -1.190
H 0.063 5.067 1.225
H 1.624 4.939 0.446
H 1.005 3.574 1.371
H -1.351 5.455 -0.803
H -0.958 4.626 -2.325
H 0.197 5.717 -1.586
C 5.238 -1.064 -1.522
C 4.933 -1.398 -0.065
N 3.910 -0.532 0.510
C 3.967 0.697 1.002
S 2.460 1.497 1.420
N 5.032 1.429 1.264
C 6.460 1.146 1.182
C 6.976 0.528 2.476
H 5.959 -1.784 -1.901
H 5.659 -0.068 -1.632
H 4.345 -1.122 -2.141
H 5.835 -1.346 0.543
H 4.542 -2.416 -0.002
H 2.967 -0.885 0.397
H 4.820 2.306 1.726
H 6.958 2.103 1.013
H 6.661 0.503 0.326
H 6.791 1.196 3.314
H 8.046 0.364 2.396
H 6.494 -0.425 2.680
```

Its spin multiplicity is 4. The orbital gap (spin up / spin down) comes out at 6.845 / 6.659 eV. The calculation puts the lowest unoccupied orbital energy (spin up / spin down) at -7.4 / -7.5 eV. As for the charge: +2. As for the molar mass: 672.910 g mol⁻¹.

=====

# 4
A molecular structure, C31H49F3O17SY at a distorted geometry, computed with ωB97M-V/def2-TZVPD.

```
102
C31H49F3O17SY (ωB97M-V/def2-TZVPD)
Y 3.517 -0.343 -1.042
C 1.186 -0.448 -4.913
C 1.565 0.723 -3.974
O 2.402 0.297 -2.964
H 0.625 -0.190 -5.816
H 0.565 -1.187 -4.401
H 2.013 -1.011 -5.353
H 0.624 1.184 -3.649
H 2.044 1.515 -4.561
C -1.375 -0.935 -0.671
F -1.435 -0.601 -1.947
F -2.512 -0.460 -0.132
F -1.454 -2.260 -0.431
S 0.134 -0.176 0.377
O 0.117 -0.857 1.644
O 1.302 -0.581 -0.425
O -0.083 1.260 0.433
C -1.863 5.423 -0.315
C -1.555 4.041 -0.868
C -2.794 3.651 -1.627
O -3.832 4.498 -1.112
C -3.313 5.272 -0.015
H -1.731 6.168 -1.102
H -1.325 5.687 0.598
H -1.569 3.359 -0.013
H -0.575 4.017 -1.342
H -3.030 2.596 -1.452
H -2.700 3.641 -2.717
H -3.512 4.783 0.943
H -3.805 6.245 -0.039
O -5.029 0.095 -7.147
C -4.330 -0.395 -6.310
O -3.409 0.260 -5.562
C -2.628 -0.679 -4.805
C -3.404 -1.989 -4.794
C -4.402 -1.879 -5.904
H -2.514 -0.127 -3.876
H -1.734 -0.692 -5.436
H -3.966 -1.893 -3.858
H -2.843 -2.910 -4.650
H -5.463 -2.012 -5.692
H -4.212 -2.500 -6.779
O 2.910 1.661 -0.151
C 2.834 2.862 0.083
O 2.584 3.283 1.299
C 2.344 4.705 1.303
C 2.260 5.163 -0.170
C 2.825 3.965 -0.951
H 3.167 5.259 1.746
H 1.364 4.888 1.735
H 2.856 6.047 -0.401
H 1.285 5.443 -0.565
H 3.836 4.048 -1.346
H 2.043 3.700 -1.661
O 3.019 -2.707 -1.161
C 2.697 -3.869 -1.318
O 1.889 -4.268 -2.270
C 1.638 -5.686 -2.305
C 2.346 -6.239 -1.023
C 2.951 -5.001 -0.396
H 2.115 -6.113 -3.183
H 0.589 -5.971 -2.304
H 3.128 -6.954 -1.277
H 1.755 -6.795 -0.295
H 4.032 -5.129 -0.270
H 2.713 -4.750 0.639
O 2.114 3.189 4.337
C 0.962 3.402 4.064
O 0.436 4.592 4.430
C -0.910 4.672 4.033
C -1.382 3.284 3.616
C -0.041 2.638 3.190
H -0.956 5.440 3.253
H -1.496 5.100 4.849
H -2.090 3.366 2.795
H -1.786 2.743 4.470
H 0.231 2.824 2.153
H -0.070 1.568 3.365
O 1.014 -5.294 2.482
C -0.172 -5.189 2.641
O -0.960 -6.224 3.034
C -2.262 -5.810 3.541
C -2.274 -4.342 3.149
C -0.871 -3.846 2.949
H -2.080 -6.017 4.598
H -3.139 -6.353 3.201
H -2.743 -3.621 3.821
H -2.742 -4.221 2.169
H -0.410 -3.454 3.856
H -0.777 -3.148 2.121
O 3.340 -1.165 1.164
C 2.981 -1.048 2.330
O 2.772 0.168 2.840
C 2.223 0.041 4.195
C 1.970 -1.452 4.365
C 2.880 -2.128 3.345
H 1.311 0.624 4.198
H 2.791 0.443 5.034
H 0.933 -1.572 4.049
H 2.128 -1.839 5.368
H 2.382 -3.073 3.123
H 3.818 -2.433 3.810
```

Its spin multiplicity is 1. The orbital gap comes out at 7.167 eV. The calculation puts the lowest unoccupied orbital energy at -4.0 eV. As for the charge: +1. As for the molar mass: 871.683 g mol⁻¹.

=====

# 5
A molecular structure, C10H10F2O18Pb at a distorted geometry, computed with ωB97M-V/def2-TZVPD.

```
41
C10H10F2O18Pb (ωB97M-V/def2-TZVPD)
Pb 0.658 0.194 -0.443
O -2.123 -1.757 -3.461
C -1.310 -0.803 -3.430
O -0.885 -0.274 -4.493
O -0.824 -0.408 -2.281
H -2.131 -1.965 -2.524
O 5.471 0.126 0.458
C 4.383 0.418 -0.176
O 4.359 0.919 -1.275
O 3.273 0.179 0.334
H 5.105 -0.214 1.278
O 1.457 -2.219 -1.101
C 2.320 -2.294 -2.057
O 2.840 -1.197 -2.493
O 2.652 -3.318 -2.612
H 1.360 -3.174 -1.109
O 0.043 2.727 -3.374
C 0.787 2.431 -2.340
O 1.703 1.589 -2.404
O 0.328 2.813 -1.245
H -0.426 3.357 -2.820
C 1.731 -2.413 4.510
C 0.241 -2.363 4.857
O -0.334 -1.923 3.691
C 0.558 -1.597 2.751
O 0.302 -1.213 1.591
O 1.772 -1.799 3.236
F 0.110 -1.550 5.883
H 2.159 -3.416 4.514
H 2.195 -1.784 5.269
H -0.163 -3.366 4.989
C -4.472 2.190 -1.062
C -3.996 3.347 -0.126
O -2.769 2.850 0.479
C -2.543 1.617 0.074
O -1.585 0.831 0.412
O -3.434 1.225 -0.830
F -4.962 3.646 0.696
H -4.757 2.475 -2.074
H -5.438 1.841 -0.695
H -3.654 4.268 -0.599
```

Its spin multiplicity is 1. The orbital gap comes out at 3.873 eV. The calculation puts the lowest unoccupied orbital energy at 3.6 eV. As for the charge: -2. The value obtained for the energy relative to the best compared isomer or geometry (same formula, charge and spin) is 560.3 kJ/mol. As for the molar mass: 663.368 g mol⁻¹.

=====

# 6
A molecular structure, C46H48N3SbTi at a distorted geometry, computed with ωB97M-V/def2-TZVPD.

```
99
C46H48N3SbTi (ωB97M-V/def2-TZVPD)
Ti -0.518 0.176 -1.543
N 2.156 3.667 -0.889
N 1.192 -0.841 -3.013
C -2.715 -0.597 -1.426
C -2.479 0.576 -2.269
C -2.308 1.706 -1.375
C -2.032 3.113 -1.761
H -2.098 3.241 -2.850
H -0.917 3.371 -1.450
H -2.680 3.829 -1.235
C -2.420 1.237 -0.035
C -2.327 2.107 1.161
H -3.196 2.778 1.275
H -1.435 2.748 1.109
H -2.249 1.512 2.079
C -2.615 -0.175 -0.058
C -2.865 -1.031 1.137
H -2.002 -1.007 1.822
H -3.038 -2.078 0.848
H -3.750 -0.707 1.714
C -2.595 0.643 -3.748
H -3.582 1.040 -4.034
H -2.493 -0.349 -4.206
H -1.832 1.303 -4.182
C -3.320 -1.875 -1.895
H -2.983 -2.709 -1.268
H -3.021 -2.089 -2.927
H -4.426 -1.867 -1.871
C 3.296 3.937 -0.311
H 3.368 4.954 0.007
C 4.298 2.998 -0.119
H 5.208 3.286 0.364
C 4.049 1.696 -0.489
H 4.820 0.913 -0.349
C 2.750 1.310 -0.975
H 2.561 0.297 -1.375
C 1.788 2.358 -0.984
C 0.334 2.534 -1.171
H 0.325 2.340 -2.321
C 0.214 -1.666 -2.671
C 1.588 -0.988 -4.329
H 2.203 -0.207 -4.793
C 1.106 -2.217 -4.712
H 1.361 -2.778 -5.599
N 0.300 -2.648 -3.649
C -0.666 -3.652 -3.619
C -1.455 -3.784 -4.781
C -2.337 -4.832 -4.725
H -2.889 -5.033 -5.628
C -2.465 -5.579 -3.559
C -3.404 -6.736 -3.582
H -3.858 -6.883 -2.590
H -2.891 -7.674 -3.863
H -4.197 -6.551 -4.325
C -1.758 -5.311 -2.392
H -1.850 -5.905 -1.502
C -0.864 -4.274 -2.353
C -0.077 -3.898 -1.132
H 0.983 -3.680 -1.318
H -0.118 -4.769 -0.478
H -0.497 -3.061 -0.552
C -1.304 -2.841 -5.929
H -0.305 -2.854 -6.370
H -1.555 -1.799 -5.693
H -1.994 -3.190 -6.683
C -0.566 -0.095 6.910
C -1.479 0.098 5.866
C -1.024 0.263 4.549
C 0.351 0.296 4.293
C 1.267 0.067 5.324
C 0.807 -0.117 6.637
Sb 0.999 0.919 2.302
C 0.814 3.062 2.776
C 0.551 3.990 1.763
C 0.321 5.334 2.074
C 0.364 5.763 3.406
C 0.643 4.841 4.422
C 0.866 3.493 4.105
C 3.128 0.763 2.698
C 3.869 1.847 3.172
C 5.183 1.647 3.616
C 5.767 0.378 3.541
C 5.045 -0.687 2.988
C 3.732 -0.490 2.543
H -0.922 -0.232 7.933
H -2.552 0.121 6.069
H -1.750 0.391 3.742
H 2.341 0.047 5.127
H 1.529 -0.272 7.441
H 0.525 3.679 0.718
H 0.107 6.039 1.268
H 0.174 6.810 3.650
H 0.681 5.160 5.465
H 1.061 2.786 4.915
H 3.435 2.848 3.205
H 5.744 2.492 4.020
H 6.785 0.220 3.907
H 5.502 -1.676 2.902
H 3.181 -1.320 2.094
```

Its spin multiplicity is 3. The orbital gap (spin up / spin down) comes out at 1.201 / 4.820 eV. The calculation puts the lowest unoccupied orbital energy (spin up / spin down) at 3.8 / 3.8 eV. As for the charge: -2. As for the molar mass: 812.538 g mol⁻¹.

=====

# 7
A single C6H12OS molecule at a distorted geometry, computed with ωB97M-V/def2-TZVPD.

```
20
C6H12OS (ωB97M-V/def2-TZVPD)
C -1.408 0.429 2.018
O -0.790 1.691 2.332
C -0.194 2.351 1.242
S 1.239 1.426 0.532
C 0.382 0.548 -0.750
C 0.629 -0.698 -1.122
C 1.635 -1.591 -0.510
C -0.134 -1.290 -2.242
H -1.846 -0.046 2.883
H -0.706 -0.277 1.574
H -2.302 0.479 1.377
H 0.260 3.247 1.711
H -0.925 2.649 0.480
H -0.505 1.080 -1.103
H 1.733 -1.435 0.576
H 2.656 -1.450 -0.933
H 1.387 -2.654 -0.583
H 0.516 -1.789 -2.959
H -0.770 -2.115 -1.895
H -0.858 -0.554 -2.628
```

Its spin multiplicity is 1. The orbital gap comes out at 9.080 eV. The calculation puts the lowest unoccupied orbital energy at 0.9 eV. The value obtained for the energy relative to the best compared isomer or geometry (same formula, charge and spin) is 135.1 kJ/mol. The SMILES is COCSC=C(C)C. As for the molar mass: 132.228 g mol⁻¹.

=====

# 8
A molecular structure, C25H31N5O2RuS, computed with ωB97M-V/def2-TZVPD.

```
65
C25H31N5O2RuS (ωB97M-V/def2-TZVPD)
Ru 0.060 1.330 -0.100
O 0.831 1.785 1.737
C 1.851 1.340 2.457
C 1.822 1.512 3.848
C 2.842 1.043 4.645
C 3.953 0.392 4.093
C 4.008 0.239 2.733
C 2.972 0.697 1.895
C 3.153 0.543 0.472
N 2.298 0.823 -0.436
C 2.707 0.714 -1.837
C 1.498 0.384 -2.689
N 0.430 1.295 -2.284
C -0.437 1.719 -3.134
C -1.440 2.700 -2.865
C -2.376 2.987 -3.885
C -3.299 3.983 -3.743
C -3.274 4.757 -2.568
C -2.365 4.516 -1.569
C -1.434 3.463 -1.666
O -0.599 3.249 -0.675
H 0.965 2.024 4.267
H 2.788 1.189 5.717
H 4.755 0.033 4.723
H 4.869 -0.240 2.277
H 4.132 0.164 0.165
H 3.487 -0.036 -1.978
H 3.104 1.680 -2.155
H 1.195 -0.652 -2.520
H 1.749 0.494 -3.744
H -0.384 1.349 -4.163
H -2.348 2.399 -4.798
H -4.016 4.190 -4.526
H -3.981 5.571 -2.454
H -2.332 5.124 -0.672
S -4.533 2.307 0.518
C -4.398 1.023 -0.598
C -3.129 0.555 -0.607
N -2.280 1.182 0.280
C -2.903 2.127 0.940
H -5.239 0.695 -1.189
H -2.759 -0.257 -1.215
H -2.421 2.766 1.668
C -1.490 -3.879 -1.000
C -0.008 -3.704 -0.673
N 0.223 -3.136 0.656
C 0.408 -4.076 1.781
C 1.329 -5.240 1.444
C 0.001 -1.820 0.867
C 0.038 -1.298 2.277
N -0.247 -0.967 -0.094
H -1.613 -4.256 -2.018
H -2.036 -2.938 -0.914
H -1.950 -4.596 -0.319
H 0.498 -3.089 -1.420
H 0.489 -4.668 -0.708
H -0.562 -4.453 2.116
H 0.843 -3.530 2.607
H 0.838 -6.011 0.850
H 1.654 -5.707 2.374
H 2.219 -4.899 0.912
H -0.633 -1.877 2.912
H -0.281 -0.261 2.287
H 1.042 -1.353 2.702
H -0.284 -1.399 -1.007
```

Its spin multiplicity is 6. The orbital gap (spin up / spin down) comes out at 7.984 / 6.949 eV. The calculation puts the lowest unoccupied orbital energy (spin up / spin down) at -2.5 / -3.7 eV. As for the charge: +1. The value obtained for the energy relative to the best compared isomer or geometry (same formula, charge and spin) is 0.0 kJ/mol. As for the molar mass: 566.693 g mol⁻¹.